Molecular formula: C40H77BrN3O29P
Method: DFT, wB97M-V/def2-TZVPD

```
151
Properties=species:S:1:pos:R:3:forces:R:3:mulliken_charge:R:1
C -0.2855 -4.4925 0.2669 0.334 0.613 -0.705 -0.990
C -0.0238 -4.0007 -1.2533 -0.076 -0.799 1.780 -0.203
O -1.0091 -2.9690 -1.5385 1.153 -0.050 -0.930 -0.119
C -0.6963 -2.3078 -2.7840 0.116 -0.469 -1.144 -1.026
C -1.3329 -0.8500 -2.9519 -0.352 -1.427 0.710 -0.639
C -1.1232 0.1439 -1.7083 0.538 -0.318 -1.308 1.900
C -1.3693 1.5950 -2.4078 -0.231 -0.145 0.149 -1.771
C -2.8624 1.8086 -2.9520 1.243 0.481 -2.119 0.109
C -2.7465 2.2927 -4.5032 -0.405 -0.141 0.399 -1.173
Br -3.7291 3.3404 -1.9943 0.218 -1.142 -0.287 -0.154
C -1.9625 -0.1888 -0.3672 -0.086 -0.124 1.460 0.461
P -3.8483 -0.3587 -0.4581 -1.136 1.602 -1.160 0.102
C -4.3832 -1.9915 -1.2529 1.027 -0.984 0.690 -0.759
C -4.6774 -0.2319 1.2334 0.477 -0.783 1.476 -0.357
C -1.4859 1.0516 0.5189 0.105 -0.307 0.241 -0.198
O -2.0965 1.8372 1.2634 2.191 -2.502 -2.411 -0.622
N -0.0281 1.1007 0.1948 -2.744 1.822 0.106 0.060
C 0.3337 0.2595 -1.0189 -0.228 2.791 2.243 -1.542
O 0.9403 -0.9612 -0.4792 -1.107 0.718 -2.031 0.175
N 0.9972 -0.9959 0.8767 0.978 -2.744 1.079 0.319
O 1.4391 -2.0644 1.1904 -0.491 1.709 0.010 -0.469
N 1.3877 1.0825 -1.6635 0.478 -1.160 -0.065 0.527
C 1.8207 0.5549 -2.9918 0.164 0.526 -1.819 -0.744
C 2.5362 1.3265 -0.7639 3.474 -1.261 1.563 0.527
C 2.7084 2.6759 0.1084 -0.384 -0.324 0.019 -0.689
O 3.4893 0.5070 -0.6482 -3.482 2.631 -0.927 -0.556
H -0.7105 -3.6087 0.8497 0.746 -1.179 -0.681 0.176
H -1.0425 -5.3379 0.3350 1.135 0.962 -0.153 0.299
H 0.7504 -4.7740 0.6778 -1.818 0.215 -0.324 0.307
H -0.1229 -4.9191 -1.9265 0.096 1.404 0.472 0.313
H 1.0537 -3.5995 -1.2750 -1.672 -0.310 -0.288 0.197
H 0.4449 -2.3351 -2.9058 -1.484 0.445 0.162 0.253
H -1.1068 -2.9466 -3.6578 0.595 0.878 1.163 0.432
H -0.9626 -0.4224 -3.9496 -0.314 -0.509 1.600 0.316
H -2.4665 -1.0101 -3.1006 1.699 0.343 0.350 0.265
H -1.0544 2.4689 -1.7536 -0.581 -1.176 -0.768 0.785
H -0.6820 1.6282 -3.3323 -0.991 -0.118 1.578 0.059
H -3.5071 0.8761 -2.9736 0.705 1.446 0.710 0.290
H -2.0352 1.5944 -5.0827 -1.044 1.086 0.902 0.264
H -3.7831 2.2044 -4.9638 1.341 0.253 0.464 0.409
H -2.4037 3.3900 -4.5759 -0.387 -1.826 0.116 0.339
H -1.5928 -1.1192 0.2052 0.101 1.291 -1.231 0.103
H -4.5478 -1.8014 -2.3611 -0.113 -0.314 1.507 0.264
H -3.5805 -2.8007 -1.1425 -1.042 0.980 -0.207 0.054
H -5.3016 -2.3665 -0.6910 0.977 0.618 -1.028 0.426
H -5.6282 0.3936 1.1356 1.309 -1.090 -0.038 0.393
H -4.0308 0.2889 2.0270 -0.768 -0.654 -1.494 -0.302
H -4.8884 -1.2815 1.6672 0.021 1.633 -0.664 0.314
H 0.0544 2.1255 0.0364 0.826 -1.071 -0.038 0.418
H 1.3647 -0.4438 -3.2856 0.628 1.204 0.714 0.141
H 1.4626 1.3217 -3.7782 0.527 -1.221 1.066 0.294
H 2.9520 0.4886 -3.1275 -1.588 -0.015 0.588 0.332
H 1.7745 3.3234 0.1143 1.240 -0.819 0.004 0.355
H 2.9913 2.3639 1.1804 -0.614 0.363 -1.716 0.037
H 3.5918 3.3067 -0.2611 -1.292 -1.136 0.177 0.280
C 6.7699 4.1235 4.5144 0.132 0.257 0.407 -0.783
O 6.3454 3.5299 3.2873 -0.088 -0.433 -0.047 -0.183
C 6.4771 2.1932 3.2473 -0.002 0.033 -0.129 0.652
O 6.9077 1.4975 4.1328 -0.152 0.264 -0.269 -0.546
O 6.0442 1.7679 2.0505 0.056 0.305 0.364 -0.086
C 6.1259 0.3538 1.8655 -0.005 -0.580 -0.270 -0.612
H 6.6181 5.2002 4.4332 -0.086 -0.161 -0.242 0.249
H 6.1722 3.7521 5.3494 0.160 -0.078 -0.078 0.308
H 7.8320 3.9361 4.6860 -0.154 -0.125 0.045 0.329
H 5.5035 -0.1663 2.5968 0.183 0.062 0.028 0.229
H 7.1620 0.0148 1.9295 -0.120 0.060 0.193 0.334
H 5.7487 0.1252 0.8684 -0.059 0.334 0.095 0.151
C -7.6419 -4.5629 2.5938 0.048 -0.070 0.477 -0.655
O -7.6190 -4.1366 1.2320 -0.178 -0.140 -0.459 -0.199
C -8.3079 -4.9297 0.3931 0.083 0.084 -0.018 0.681
O -8.9127 -5.9264 0.6985 0.216 0.370 -0.130 -0.562
O -8.2049 -4.4173 -0.8478 0.100 -0.030 0.512 -0.176
C -8.8945 -5.1654 -1.8489 -0.220 -0.220 -0.377 -0.740
H -7.0562 -3.8504 3.1752 -0.028 0.068 -0.301 0.186
H -8.6635 -4.5668 2.9794 0.094 -0.150 -0.102 0.293
H -7.1864 -5.5501 2.6963 -0.198 0.035 -0.053 0.312
H -9.9659 -5.1936 -1.6393 0.132 -0.124 0.044 0.343
H -8.4883 -6.1764 -1.9223 -0.143 0.060 0.136 0.332
H -8.7443 -4.6633 -2.8051 0.121 0.150 0.245 0.200
C -2.3847 -6.1524 -8.1977 0.014 0.033 -0.446 -0.627
O -2.2821 -6.4656 -6.8098 -0.163 0.175 0.331 -0.332
C -2.9904 -5.6538 -6.0087 0.084 -0.127 0.039 0.780
O -3.6723 -4.7251 -6.3651 0.234 -0.286 0.124 -0.549
O -2.8064 -6.0565 -4.7413 0.043 0.035 -0.390 -0.324
C -3.5066 -5.2771 -3.7732 -0.206 0.194 0.382 -0.432
H -1.7747 -6.8701 -8.7466 -0.005 -0.034 0.308 0.221
H -3.4181 -6.2448 -8.5384 0.086 0.167 0.081 0.291
H -2.0011 -5.1493 -8.3959 -0.191 -0.046 0.052 0.290
H -4.5845 -5.3355 -3.9390 0.122 0.144 -0.083 0.378
H -3.1681 -4.2388 -3.7936 -0.148 -0.065 -0.097 0.070
H -3.2867 -5.6884 -2.7876 0.147 -0.140 -0.235 0.256
C -12.9079 -1.8404 -5.6996 -0.173 0.153 -0.378 -0.624
O -12.4740 -2.5365 -4.5325 0.232 0.082 0.294 -0.311
C -11.6594 -1.8236 -3.7378 -0.037 -0.092 0.025 0.762
O -11.2892 -0.6934 -3.9343 -0.127 -0.391 0.063 -0.533
O -11.3293 -2.5905 -2.6860 -0.167 0.083 -0.353 -0.296
C -10.4591 -1.9562 -1.7493 0.269 0.165 0.364 -0.647
H -13.5577 -2.5098 -6.2638 0.115 -0.116 0.263 0.221
H -13.4801 -0.9510 -5.4274 0.203 -0.010 -0.022 0.290
H -12.0559 -1.5739 -6.3285 -0.075 0.113 0.153 0.289
H -10.9333 -1.0712 -1.3199 0.103 -0.004 -0.184 0.418
H -9.5096 -1.6947 -2.2213 -0.154 0.104 0.021 0.326
H -10.2597 -2.6647 -0.9452 -0.168 -0.086 -0.229 0.089
C -6.9216 0.9668 7.8993 -0.398 0.006 0.163 -0.628
O -5.5414 1.0885 7.5609 0.184 -0.120 -0.289 -0.313
C -5.2119 0.5307 6.3844 0.168 0.071 0.035 0.723
O -5.9663 -0.0372 5.6337 0.224 0.174 0.268 -0.550
O -3.8969 0.7156 6.1906 -0.428 0.003 0.219 -0.252
C -3.4037 0.1692 4.9680 0.332 -0.142 -0.403 -0.603
H -7.0713 1.4510 8.8646 0.287 0.005 -0.108 0.216
H -7.5459 1.4711 7.1587 0.064 -0.192 -0.009 0.289
H -7.2045 -0.0839 7.9917 -0.004 0.108 -0.170 0.290
H -3.8878 0.6421 4.1118 -0.072 -0.127 0.150 0.273
H -3.5469 -0.9134 4.9441 -0.146 0.132 -0.051 0.326
H -2.3341 0.3761 4.9166 -0.122 0.106 0.242 0.218
C -0.1376 1.6598 7.6949 -0.434 -0.002 0.147 -0.586
O 1.2506 1.7943 7.3930 0.245 -0.127 -0.331 -0.333
C 1.6144 1.2462 6.2225 0.084 0.086 0.123 0.773
O 0.8843 0.6773 5.4496 0.217 0.174 0.240 -0.549
O 2.9337 1.4425 6.0631 -0.398 0.017 0.140 -0.331
C 3.4612 0.9070 4.8504 0.266 -0.123 -0.370 -0.553
H -0.3162 2.1370 8.6587 0.285 0.005 -0.106 0.257
H -0.7467 2.1636 6.9414 0.053 -0.191 0.000 0.263
H -0.4146 0.6064 7.7739 -0.005 0.111 -0.167 0.281
H 2.9936 1.3815 3.9843 -0.112 -0.171 0.082 0.288
H 3.3266 -0.1763 4.8171 -0.144 0.134 -0.077 0.339
H 4.5300 1.1215 4.8266 -0.139 0.060 0.307 0.133
C 7.4319 4.4837 0.5362 -0.446 0.022 0.112 -0.398
O 8.8201 4.6181 0.2283 0.313 -0.094 -0.408 -0.333
C 9.1794 4.0714 -0.9434 -0.030 0.074 0.186 0.699
O 8.4474 3.5033 -1.7148 0.276 0.188 0.224 -0.552
O 10.4986 4.2680 -1.1065 -0.312 0.014 0.134 -0.205
C 11.0248 3.7345 -2.3205 0.243 -0.139 -0.351 -0.678
H 7.2557 4.9592 1.4999 0.303 -0.027 -0.142 0.213
H 6.8202 4.9889 -0.2148 0.088 -0.174 -0.042 0.328
H 7.1553 3.4312 0.6155 -0.009 0.158 -0.149 0.098
H 10.5566 4.2095 -3.1852 -0.071 -0.163 0.099 0.327
H 10.8913 2.6513 -2.3553 -0.134 0.140 -0.061 0.304
H 12.0933 3.9517 -2.3437 -0.140 0.103 0.247 0.186
C 17.3138 4.8045 0.7268 0.338 -0.175 0.201 -0.622
O 16.3439 5.3989 -0.1337 -0.346 0.092 0.042 -0.315
C 15.1468 5.5990 0.4418 -0.032 0.054 -0.124 0.774
O 14.8526 5.3238 1.5781 0.122 0.089 -0.377 -0.532
O 14.3358 6.1587 -0.4699 0.379 -0.165 0.152 -0.325
C 13.0179 6.4298 0.0070 -0.475 0.075 0.136 -0.568
H 18.2373 4.6907 0.1586 -0.235 0.127 -0.153 0.220
H 17.5132 5.4486 1.5858 -0.146 -0.143 -0.011 0.288
H 16.9847 3.8159 1.0537 -0.043 0.176 0.095 0.287
H 13.0466 7.1387 0.8373 0.033 -0.193 0.011 0.327
H 12.5183 5.5058 0.3048 0.087 0.137 0.092 0.267
H 12.4524 6.8790 -0.8098 0.287 -0.091 -0.069 0.200
```
Positions in Å, forces in eV/Å.

Properties
Kohn-Sham gap, eV: 7.74
Maximum force, eV/Å: 4.5
Structure (SMILES): CCOCC[C@@]1(C[C@H](C)Br)[C@H](P(C)C)C(=O)N[C@]1(ON=O)N(C)C(C)=O.COC(=O)OC.COC(=O)OC.COC(=O)OC.COC(=O)OC.COC(=O)OC.COC(=O)OC.COC(=O)OC.COC(=O)OC
HOMO level, eV: -7.613